{"formula": "C43H43HgN7S3", "method": "the ωB97M-V functional and the def2-TZVPD basis", "total_charge": 1, "homo_ev": [-9.94, -10.67], "multiplicity": 2, "s2": 0.7577, "lumo_ha": [-0.063, -0.063], "species": ["Hg", "N", "S", "N", "S", "N", "S", "N", "C", "C", "C", "C", "C", "C", "C", "C", "C", "C", "C", "C", "C", "C", "C", "C", "C", "C", "C", "C", "C", "C", "C", "C", "C", "C", "C", "C", "C", "C", "C", "C", "C", "C", "C", "C", "H", "H", "H", "H", "H", "H", "H", "H", "H", "H", "H", "H", "H", "H", "H", "H", "H", "H", "H", "H", "H", "H", "H", "H", "H", "H", "H", "H", "H", "H", "C", "C", "N", "C", "N", "C", "C", "C", "N", "C", "H", "H", "H", "H", "H", "H", "H", "H", "H", "H", "H", "H", "H"], "positions_angstrom": [[-1.23, -0.86, -0.06], [-2.01, 0.88, -1.16], [-0.88, 1.41, -1.97], [0.62, 1.44, -1.44], [1.28, 1.79, 0.02], [0.58, 1.02, 1.24], [1.13, -0.56, 1.42], [0.76, -1.57, 0.35], [2.88, -0.49, 1.73], [3.77, -1.09, 0.84], [5.12, -1.06, 1.13], [5.58, -0.47, 2.21], [4.68, 0.18, 3.11], [3.36, 0.21, 2.89], [0.51, -0.95, 3.08], [-0.43, -0.19, 3.71], [-1.02, -0.69, 4.89], [-0.56, -1.91, 5.47], [0.52, -2.56, 4.87], [0.95, -2.10, 3.66], [4.83, 1.84, -1.71], [6.02, 1.27, -1.70], [5.94, -0.05, -2.19], [4.73, -0.51, -2.63], [3.55, 0.21, -2.73], [3.61, 1.55, -2.24], [0.77, 3.45, 0.49], [-0.55, 3.78, 0.73], [-0.90, 5.11, 1.11], [0.19, 5.94, 1.38], [1.53, 5.61, 1.17], [1.77, 4.32, 0.70], [-1.16, 3.04, -2.61], [-0.10, 3.91, -2.90], [-0.40, 5.17, -3.45], [-1.71, 5.51, -3.69], [-2.70, 4.58, -3.45], [-2.47, 3.32, -2.94], [-0.73, 0.36, -3.39], [-0.02, 0.81, -4.46], [-0.11, 0.14, -5.69], [-0.92, -1.06, -5.74], [-1.68, -1.41, -4.66], [-1.65, -0.68, -3.52], [3.26, -1.53, 0.00], [5.83, -1.49, 0.41], [6.63, -0.41, 2.42], [5.13, 0.62, 3.91], [2.70, 0.65, 3.60], [-0.85, 0.70, 3.19], [-1.78, -0.16, 5.45], [-0.94, -2.31, 6.41], [0.89, -3.44, 5.30], [1.82, -2.57, 3.13], [6.98, 1.80, -1.57], [6.83, -0.61, -2.40], [4.80, -1.44, -3.25], [2.67, -0.13, -3.49], [2.90, 2.29, -2.42], [-1.32, 3.05, 0.61], [-1.95, 5.41, 1.22], [0.22, 7.00, 1.67], [2.33, 6.31, 1.27], [2.70, 4.01, 0.33], [0.85, 3.64, -2.44], [0.37, 5.97, -3.66], [-1.96, 6.55, -4.00], [-3.73, 4.83, -3.63], [-3.32, 2.68, -2.64], [0.63, 1.66, -4.31], [0.31, 0.48, -6.58], [-1.03, -1.58, -6.72], [-2.30, -2.30, -4.75], [-2.30, -0.98, -2.67], [-2.55, -5.36, 3.18], [-1.37, -4.91, 2.38], [-1.58, -3.57, 1.82], [-2.77, -3.25, 1.20], [-2.86, -2.19, 0.46], [-4.09, -1.80, -0.18], [-5.26, -2.29, 0.65], [-5.08, -3.75, 0.84], [-3.82, -3.95, 1.56], [-3.77, -5.28, 2.25], [-2.62, -4.54, 3.99], [-2.41, -6.36, 3.65], [-1.17, -5.61, 1.59], [-0.48, -4.88, 3.02], [-0.82, -3.08, 1.39], [-4.21, -2.31, -1.14], [-4.02, -0.72, -0.42], [-6.26, -1.93, 0.22], [-5.30, -1.81, 1.60], [-5.11, -4.21, -0.13], [-5.81, -4.17, 1.46], [-3.72, -6.09, 1.53], [-4.72, -5.28, 2.83]], "mulliken_spin": [0.000, 0.000, 0.000, -0.004, 0.015, 0.002, 0.002, 0.000, -0.004, 0.002, -0.001, 0.001, 0.000, 0.000, 0.000, 0.000, 0.000, 0.000, 0.000, 0.000, 0.962, -0.041, 0.056, -0.028, 0.063, -0.167, 0.004, 0.000, 0.000, 0.000, 0.002, -0.017, 0.002, 0.002, 0.000, 0.000, 0.000, 0.000, -0.002, 0.001, -0.001, 0.000, 0.000, 0.000, 0.001, -0.001, 0.000, 0.000, 0.000, 0.000, 0.000, 0.000, 0.000, 0.000, 0.035, 0.004, 0.001, 0.019, 0.085, 0.000, 0.000, 0.000, 0.000, 0.010, -0.004, 0.000, 0.000, 0.000, 0.000, 0.002, 0.000, 0.000, 0.000, 0.000, 0.000, 0.000, 0.000, 0.000, 0.000, 0.000, 0.000, 0.000, 0.000, 0.000, 0.000, 0.000, 0.000, 0.000, 0.000, 0.000, 0.000, 0.000, 0.000, 0.000, 0.000, 0.000, 0.000]}